{
  "formula": "C51H47N3O8P2SSe2SrTe",
  "method": "wB97M-V/def2-TZVPD",
  "total_charge": -2,
  "homo_lumo_gap_ha": 0.254,
  "de_lowest_kj_mol": 50.4,
  "homo_energy_ev": -3.3110,
  "largest_force_ev_per_a": 2.9,
  "species": ["Sr", "O", "C", "O", "C", "C", "C", "C", "C", "O", "C", "C", "O", "O", "H", "H", "H", "H", "H", "H", "H", "H", "Se", "P", "C", "C", "C", "C", "C", "C", "C", "C", "C", "C", "C", "C", "C", "C", "N", "N", "N", "P", "Se", "C", "C", "C", "C", "C", "C", "C", "C", "C", "C", "C", "C", "H", "H", "H", "H", "H", "H", "H", "H", "H", "H", "H", "H", "H", "H", "H", "H", "H", "H", "H", "H", "O", "S", "C", "C", "C", "C", "H", "H", "H", "H", "H", "H", "H", "H", "O", "C", "O", "H", "Te", "C", "C", "C", "C", "C", "C", "C", "C", "C", "C", "C", "C", "H", "H", "H", "H", "H", "H", "H", "H", "H", "H"],
  "coordinates": [[1.682, -1.106, -1.138], [4.551, 0.351, -3.234], [4.249, -0.425, -2.318], [3.513, -1.453, -2.411], [4.738, 0.018, -0.907], [3.881, 1.233, -0.431], [4.668, 2.044, 0.595], [4.632, 1.098, 1.818], [3.787, -0.064, 1.288], [2.867, 0.607, 0.392], [4.611, -0.939, 0.333], [3.944, -2.337, 0.125], [4.671, -3.284, -0.145], [2.679, -2.365, 0.346], [5.768, 0.335, -1.062], [3.424, 1.806, -1.236], [4.157, 2.983, 0.808], [5.676, 2.266, 0.244], [4.148, 1.574, 2.671], [5.622, 0.761, 2.127], [3.232, -0.630, 2.030], [5.598, -1.157, 0.742], [-4.802, 0.933, 2.799], [-2.795, 1.582, 2.731], [-1.895, 1.355, 4.298], [-0.595, 1.851, 4.400], [0.102, 1.733, 5.590], [-0.491, 1.103, 6.680], [-1.771, 0.584, 6.571], [-2.477, 0.713, 5.380], [-2.751, 3.388, 2.459], [-2.946, 3.914, 1.182], [-3.074, 5.280, 1.002], [-3.022, 6.140, 2.093], [-2.850, 5.623, 3.365], [-2.720, 4.251, 3.548], [-1.691, 0.871, 1.515], [-1.284, -0.415, 1.135], [-0.304, -0.238, 0.241], [-0.119, 1.056, 0.056], [-0.938, 1.751, 0.814], [-1.723, -2.124, 1.543], [-0.674, -3.628, 0.511], [-1.388, -2.272, 3.323], [-0.408, -1.466, 3.896], [0.027, -1.705, 5.191], [-0.519, -2.744, 5.929], [-1.491, -3.558, 5.361], [-1.913, -3.332, 4.060], [-3.503, -2.234, 1.234], [-3.858, -2.187, -0.117], [-5.189, -2.299, -0.479], [-6.168, -2.483, 0.492], [-5.813, -2.542, 1.830], [-4.481, -2.405, 2.202], [-0.132, 2.324, 3.540], [1.109, 2.124, 5.666], [0.056, 1.003, 7.609], [-2.223, 0.072, 7.411], [-3.485, 0.328, 5.277], [-2.980, 3.254, 0.328], [-3.211, 5.673, 0.003], [-3.119, 7.209, 1.947], [-2.816, 6.282, 4.224], [-2.599, 3.861, 4.550], [0.030, -0.660, 3.319], [0.798, -1.078, 5.619], [-0.178, -2.930, 6.940], [-1.907, -4.385, 5.923], [-2.616, -4.016, 3.602], [-3.093, -2.103, -0.886], [-5.456, -2.255, -1.527], [-7.208, -2.576, 0.203], [-6.572, -2.666, 2.592], [-4.227, -2.391, 3.253], [4.164, -6.058, -3.747], [3.741, -4.752, -3.108], [2.460, -4.092, -4.194], [1.276, -5.033, -4.023], [1.087, -5.107, -2.505], [2.485, -5.200, -1.868], [2.900, -4.051, -5.190], [2.188, -3.090, -3.855], [1.522, -6.013, -4.439], [0.382, -4.655, -4.524], [0.456, -5.945, -2.204], [0.589, -4.198, -2.165], [2.772, -6.216, -1.598], [2.624, -4.551, -1.001], [-1.861, -2.310, -2.704], [-0.874, -2.028, -3.371], [0.291, -1.704, -2.949], [-0.967, -2.052, -4.480], [1.613, 0.583, -3.874], [2.071, 2.648, -4.205], [3.010, 3.014, -5.164], [3.288, 4.354, -5.409], [2.627, 5.344, -4.696], [1.700, 4.986, -3.725], [1.430, 3.647, -3.476], [-0.438, 1.050, -4.248], [-1.361, 1.085, -3.207], [-2.698, 1.368, -3.459], [-3.124, 1.627, -4.753], [-2.207, 1.601, -5.796], [-0.872, 1.311, -5.544], [3.537, 2.244, -5.713], [4.020, 4.622, -6.162], [2.836, 6.389, -4.892], [1.187, 5.750, -3.153], [0.711, 3.376, -2.710], [-1.043, 0.876, -2.194], [-3.405, 1.371, -2.638], [-4.168, 1.840, -4.951], [-2.532, 1.796, -6.811], [-0.163, 1.288, -6.363]],
  "forces_ev_per_angstrom": [[-2.8, 0.6, 0.2], [0.1, 0.1, -0.1], [0.3, -0.1, 0.2], [1.3, 0.1, -0.6], [-0.2, 0.0, 0.0], [0.2, -0.3, 0.0], [0.0, 0.1, 0.0], [0.0, 0.0, 0.1], [0.1, 0.0, -0.1], [0.5, 0.2, 0.0], [0.0, 0.0, -0.1], [0.1, 0.2, 0.4], [0.1, -0.1, 0.0], [1.3, -1.1, 1.0], [0.0, 0.0, 0.1], [-0.1, 0.0, 0.0], [0.0, 0.0, 0.0], [0.0, 0.0, 0.0], [0.0, 0.0, 0.0], [0.0, 0.0, 0.0], [-0.1, 0.0, 0.0], [0.0, 0.1, 0.0], [0.1, 0.0, 0.0], [-0.1, 0.0, 0.0], [0.0, 0.1, 0.1], [0.0, 0.0, 0.0], [-0.1, 0.0, 0.0], [0.0, 0.1, 0.0], [-0.1, 0.1, 0.0], [0.0, 0.1, 0.1], [-0.1, 0.0, 0.0], [0.0, -0.1, 0.0], [0.0, 0.0, 0.0], [0.0, 0.0, 0.0], [0.0, 0.0, 0.0], [0.1, 0.0, 0.0], [-0.1, 0.3, -0.1], [0.0, -0.2, 0.1], [-0.2, 0.1, 0.1], [-0.1, 0.1, 0.1], [0.1, 0.0, 0.0], [0.1, 0.0, 0.0], [0.0, 0.2, 0.1], [0.0, 0.0, 0.0], [0.0, 0.0, 0.0], [0.1, -0.1, 0.0], [0.0, 0.0, -0.1], [0.0, 0.0, 0.0], [0.0, -0.1, 0.0], [-0.1, -0.1, -0.1], [0.0, -0.1, 0.0], [0.0, 0.0, 0.0], [0.0, 0.0, 0.0], [0.0, 0.0, 0.0], [0.0, 0.0, 0.1], [0.0, 0.0, 0.0], [0.0, 0.0, 0.0], [0.0, 0.0, 0.0], [0.0, 0.0, 0.0], [0.0, 0.0, 0.0], [0.0, 0.0, 0.0], [0.0, 0.0, 0.0], [0.0, 0.0, 0.0], [0.0, 0.0, 0.0], [0.0, 0.0, 0.0], [0.0, -0.1, 0.0], [0.0, -0.1, 0.0], [0.0, 0.0, 0.0], [0.0, 0.0, 0.0], [0.0, 0.0, 0.0], [0.0, 0.0, 0.0], [0.0, 0.0, 0.0], [0.0, 0.0, 0.0], [0.0, 0.0, 0.0], [0.0, 0.0, 0.0], [-0.1, 0.2, 0.1], [0.2, -0.2, -0.1], [-0.2, 0.0, -0.1], [0.0, 0.0, 0.0], [0.1, 0.0, 0.0], [0.0, 0.0, 0.1], [-0.1, 0.0, 0.0], [0.2, 0.1, 0.0], [0.0, 0.0, 0.0], [0.0, 0.0, 0.0], [0.0, 0.0, 0.0], [0.0, 0.0, 0.0], [0.0, 0.0, 0.0], [0.0, 0.0, 0.0], [-0.1, 0.1, 0.0], [0.2, -0.1, -0.1], [-0.6, -0.3, -0.4], [0.0, 0.0, -0.1], [-0.3, 0.7, -0.8], [0.1, -0.1, 0.0], [0.1, 0.0, 0.0], [0.0, 0.0, 0.0], [0.0, 0.0, 0.0], [0.0, 0.0, 0.0], [0.0, 0.0, 0.0], [0.1, 0.0, 0.1], [0.0, 0.0, 0.0], [0.0, 0.0, 0.0], [0.0, 0.0, 0.0], [0.0, 0.0, 0.0], [0.0, 0.0, 0.0], [0.0, 0.0, 0.0], [0.0, 0.0, 0.0], [0.0, 0.0, 0.0], [0.0, 0.0, 0.0], [0.0, 0.0, 0.0], [0.0, 0.0, 0.0], [0.0, 0.0, 0.0], [0.0, 0.0, 0.0], [0.0, 0.0, 0.0], [0.0, 0.0, 0.0]],
  "lowdin_charge": [1.371, -0.058, -0.711, -0.269, -0.088, -0.250, -0.103, -0.103, -0.261, -0.172, -0.102, -0.664, 0.019, -0.303, 0.145, 0.148, 0.110, 0.112, 0.104, 0.109, 0.155, 0.143, 0.301, 0.536, -0.368, -0.093, -0.087, -0.111, -0.091, -0.102, -0.347, -0.090, -0.081, -0.102, -0.096, -0.089, -0.420, -0.410, -0.115, -0.069, 0.001, 0.555, 0.400, -0.334, -0.078, -0.091, -0.093, -0.087, -0.103, -0.357, -0.082, -0.071, -0.100, -0.121, -0.159, 0.117, 0.103, 0.100, 0.102, 0.061, 0.101, 0.101, 0.093, 0.095, 0.103, 0.105, 0.099, 0.096, 0.096, 0.105, 0.073, 0.104, 0.092, 0.096, 0.084, -0.592, 0.931, -0.332, -0.237, -0.230, -0.292, 0.089, 0.063, 0.099, 0.104, 0.108, 0.050, 0.087, 0.060, -0.045, -0.580, -0.407, 0.125, 1.541, -0.484, -0.140, -0.111, -0.121, -0.104, -0.130, -0.492, -0.132, -0.079, -0.108, -0.109, -0.141, 0.093, 0.091, 0.087, 0.094, 0.100, 0.071, 0.102, 0.090, 0.090, 0.090]
}